(1)
Here is 2 unconnected molecules or ions with the total composition C11H15O3P from the OMol25 dataset. Energies are from wB97M-V/def2-TZVPD.

Element x y z (Å)
C: -0.366 -2.364 -1.151
C: -0.026 1.575 0.635
P: 1.560 1.233 -0.402
C: 0.321 2.871 1.330
H: -0.603 -0.208 1.890
H: -1.480 -4.174 -0.610
H: -3.316 -1.022 -2.240
H: 1.917 -0.231 2.735
H: 0.182 -1.686 -0.496
H: -3.652 -2.667 -0.259
C: 1.578 2.861 1.746
O: -1.251 1.509 -0.015
H: 3.957 0.675 1.509
H: 2.112 3.614 2.292
H: -1.380 2.329 -0.505
H: 2.198 2.646 -1.960
H: -0.415 3.640 1.467
H: 0.350 -3.049 -1.602
C: -2.722 -2.441 -0.752
O: 1.688 2.680 -1.145
O: 3.624 1.576 1.570
C: -1.444 -3.113 -0.347
C: -2.551 -1.606 -1.761
H: -1.273 -3.050 0.729
C: 0.199 0.450 1.615
C: -1.124 -1.548 -2.213
H: -0.762 -0.519 -2.266
C: 1.462 0.443 2.032
H: -1.028 -1.987 -3.210
C: 2.245 1.563 1.384

Forces on the atoms, in the same order (eV/Å):
0.035 -0.003 0.008
0.604 -0.158 0.075
-0.274 -0.123 0.941
0.085 0.052 -0.071
-0.149 -0.253 0.084
0.023 -0.044 0.086
-0.259 0.078 -0.039
0.041 -0.201 0.142
0.060 -0.036 -0.013
-0.254 0.037 0.001
0.078 -0.002 -0.214
-0.423 0.075 -0.168
0.008 0.043 -0.035
0.074 0.272 0.144
0.009 -0.093 -0.003
-0.014 -0.102 -0.030
-0.151 0.242 0.105
0.090 0.045 0.049
-0.037 -0.102 0.166
0.120 0.420 -0.377
0.364 0.006 0.151
0.080 -0.116 0.019
0.044 0.127 -0.021
0.021 -0.079 0.052
-0.061 0.003 -0.349
0.128 0.044 -0.130
0.033 0.008 -0.089
0.180 -0.007 -0.147
0.057 0.068 -0.050
-0.513 -0.202 -0.286

HOMO-LUMO gap = 9.17 eV
HOMO energy = -0.3125 Ha
total energy = -995.15290 Ha
F_max = 1.0 eV/Å
total charge = 0
LUMO energy = 0.7 eV

(2)
Here is a molecular structure, C17H43NNaO5 from the OMol25 dataset. Energies are from wB97M-V/def2-TZVPD.

Element x y z (Å)
H: 1.354 -3.101 -1.779
H: 1.231 1.764 2.086
H: -2.316 -0.285 -2.334
H: 3.038 -2.850 -1.768
C: -4.537 1.857 2.041
H: 1.747 1.904 -0.201
H: -2.780 3.395 -3.047
C: 3.481 -0.204 -2.423
H: -4.095 0.371 3.409
C: 0.165 1.073 3.539
H: 0.879 -0.121 5.128
C: 2.418 1.634 -1.017
H: 1.193 -1.184 -2.277
O: 0.425 1.249 2.171
C: -0.926 2.723 -2.142
O: -1.478 2.649 -0.877
H: 3.445 -2.998 1.136
H: -4.825 -0.240 1.869
C: 1.897 -2.026 -0.027
H: 0.710 -3.208 1.496
H: -4.520 1.968 0.957
C: -3.014 -1.039 -1.969
C: 3.063 -1.988 0.991
H: 0.378 -1.507 1.386
H: -2.953 -2.302 -0.523
Na: -0.854 0.315 0.200
H: 2.781 -0.364 -3.242
H: 0.461 2.008 4.015
H: 4.692 -1.935 -0.295
O: 0.743 -0.673 -1.600
H: -5.548 1.978 2.429
C: 1.013 -0.035 4.050
N: 1.722 -0.703 -0.667
H: 5.034 -1.330 1.330
H: 4.093 0.619 -2.792
H: 1.896 1.895 -1.938
C: -2.056 2.592 -3.182
H: -0.343 3.642 -2.212
C: 2.874 0.139 -1.040
C: 3.918 0.091 0.127
H: -3.924 2.617 2.527
H: -2.606 -0.728 2.185
H: -1.916 3.484 -0.698
H: 3.467 0.560 1.002
H: -1.570 2.594 -4.157
H: 2.749 -1.566 1.946
H: -0.330 -2.587 0.181
H: -0.241 1.890 -2.297
H: 4.842 0.555 -0.217
O: -2.405 -1.564 -0.801
H: 3.307 2.263 -0.992
C: 0.558 -2.398 0.784
C: 4.321 -1.296 0.507
H: 2.072 0.132 3.853
H: -2.538 1.617 -3.103
C: -4.112 0.448 2.322
H: 0.692 -0.981 3.613
H: -0.884 0.809 3.668
H: -4.871 -0.086 -2.541
C: 2.206 -3.073 -1.100
H: -5.071 -1.335 -1.335
H: 2.277 -4.068 -0.660
O: -2.772 0.178 1.914
H: 4.131 -1.073 -2.320
C: -4.397 -0.549 -1.675
H: -3.028 -1.816 -2.734
H: -4.364 0.197 -0.881

Forces on the atoms, in the same order (eV/Å):
-0.262 -0.319 -0.062
0.054 -0.044 -0.139
-0.252 0.239 0.042
0.376 -0.040 0.514
0.075 -0.028 -0.591
0.153 -0.278 0.227
-0.024 -0.053 -0.331
0.494 0.084 0.523
-0.445 -0.559 0.154
0.485 0.251 0.418
0.111 -0.084 0.114
0.021 -0.420 -1.066
-0.915 -0.193 -1.325
-0.459 0.067 -1.734
-0.492 -0.217 -1.707
-0.168 -0.630 1.959
-0.863 -0.397 0.447
0.096 -0.200 0.045
-0.131 -0.626 0.174
0.171 -0.146 -0.248
-0.181 0.551 -0.031
0.230 -0.468 -0.490
0.139 -0.571 -0.075
-0.121 0.094 0.215
0.051 -0.141 0.248
-0.062 0.176 0.073
-0.354 -0.165 0.228
-0.615 0.040 0.496
0.423 0.476 -0.301
-0.736 -0.352 -1.268
-0.080 0.034 -0.236
0.104 -0.732 0.848
1.361 1.086 3.776
0.201 0.187 -0.162
0.136 0.078 0.245
-0.039 -0.028 -0.079
1.247 0.090 0.027
-0.005 0.104 -0.459
-0.111 1.071 0.796
0.538 -0.603 -1.452
0.209 -0.158 -0.116
0.130 -0.153 -0.001
-0.120 -0.046 0.238
0.219 0.334 -0.048
-0.380 0.388 -0.282
-0.150 0.002 0.035
0.264 -0.096 -0.275
0.072 -0.068 0.286
-0.301 0.880 0.078
0.394 -0.049 0.464
-0.023 0.051 0.124
1.234 0.876 -0.566
-1.182 -0.649 0.377
0.014 -0.025 -0.052
-0.112 0.164 0.253
0.083 0.437 1.327
0.200 -0.073 -0.071
-0.038 0.500 -0.044
0.079 -0.009 -0.094
-0.952 -0.172 -0.302
0.145 -0.248 -0.055
0.227 0.024 -0.126
0.341 0.011 -0.655
-0.009 -0.021 -0.245
-0.452 0.724 0.079
-0.062 -0.073 -0.175
0.018 0.116 0.028

HOMO-LUMO gap = 9.19 eV
HOMO energy = -0.4171 Ha
total energy = -1266.55084 Ha
F_max = 4.2 eV/Å
total charge = +1
LUMO energy = -2.2 eV